# 1
ORCA calculation (ωB97M-V/def2-TZVPD) on one molecule with the formula C6H7NO at a distorted geometry.

Element x y z (Å)
C (2.10657, -0.57040, 0.11305)
C (0.63503, -0.25885, 0.25435)
C (0.07601, 0.80852, -0.59133)
C (-1.26246, 1.38858, -0.06588)
C (-2.07714, 0.36563, 0.28851)
C (-1.45496, -0.89079, -0.28106)
H (2.52934, -1.22577, 0.95529)
H (2.83919, 0.25958, 0.29937)
H (2.38103, -1.17302, -0.81176)
H (0.20814, -0.26241, 1.24581)
H (0.62755, 1.33610, -1.32718)
H (-1.67054, 2.42700, -0.09624)
H (-2.94248, 0.47813, 0.95275)
N (-0.21025, -0.59741, -0.78373)
O (-1.78501, -2.08490, -0.15195)

energy = -9870.5544 eV
M = 109.13 g mol⁻¹
SMILES = C[C@H]1[C@@H]2C=CC(=O)N12
relative energy (zero: lowest compared OMol25 entry of this formula, charge and spin) = 2.103 eV

***

# 2
ORCA calculation (ωB97M-V/def2-TZVPD) on a 8-piece molecular cluster, C15H30F12N3O15S4 overall at a distorted geometry.

Element x y z (Å)
C (-0.67805, 3.21455, -0.52117)
N (0.48752, 2.74512, 0.34915)
C (0.29791, 1.28611, 0.72773)
C (1.69912, 2.68648, -0.48246)
C (0.57562, 3.64046, 1.61416)
C (1.89302, 3.43165, 2.44774)
O (2.81715, 4.22293, 1.82817)
H (-0.65867, 2.68019, -1.43101)
H (-0.54628, 4.26104, -0.80117)
H (-1.57314, 3.00301, 0.08145)
H (-0.64461, 1.15167, 1.28634)
H (1.06095, 1.02462, 1.39480)
H (0.28172, 0.79565, -0.25912)
H (2.41923, 1.93673, -0.15074)
H (2.15527, 3.68968, -0.49530)
H (1.39879, 2.41625, -1.48803)
H (-0.40349, 3.42037, 2.12398)
H (0.44355, 4.63056, 1.16545)
H (2.18175, 2.40648, 2.52796)
H (1.60612, 3.79409, 3.52141)
H (3.68256, 3.79949, 1.65049)
C (9.04526, -1.12104, 0.82691)
C (9.75000, -2.07187, -0.05295)
O (10.40804, -2.78572, -0.70309)
N (2.78951, -2.82461, 6.25374)
H (3.21867, -2.29187, 7.03210)
H (2.37575, -3.63386, 6.57221)
C (3.61591, -2.97292, 5.05521)
H (9.09222, -0.06306, 0.42889)
H (9.42242, -1.08228, 1.85142)
H (8.02842, -1.52200, 0.95233)
H (4.51681, -3.53755, 5.13211)
H (3.96197, -1.92366, 4.74836)
H (2.99585, -3.41193, 4.27122)
C (-2.91397, -2.95805, -0.40358)
C (-2.29575, -1.85749, -1.18911)
O (-1.12690, -1.68347, -1.28106)
N (-3.14048, -0.93296, -1.98469)
H (-3.23597, -0.02800, -1.45667)
H (-2.64044, -0.66184, -2.86643)
C (-4.43043, -1.52136, -2.37531)
H (-3.71137, -2.60167, 0.19774)
H (-2.12825, -3.45029, 0.10248)
H (-3.40051, -3.62725, -1.12658)
H (-4.20302, -2.26351, -3.11665)
H (-5.06807, -0.69440, -2.70841)
H (-4.92295, -1.88679, -1.50479)
C (7.41673, 2.33983, 0.36936)
F (8.06394, 1.43135, -0.39770)
F (8.20397, 2.54846, 1.42109)
F (7.24105, 3.48403, -0.32707)
S (5.68715, 1.80333, 1.01870)
O (6.05973, 0.64382, 1.78204)
O (5.19185, 2.97773, 1.76077)
O (4.95462, 1.52345, -0.18349)
C (-5.53232, 0.53083, 2.00210)
F (-5.23473, -0.13049, 3.22091)
F (-5.88564, -0.43302, 1.13223)
F (-6.56928, 1.30376, 2.22304)
S (-4.04468, 1.38686, 1.27735)
O (-4.26181, 2.75869, 1.59521)
O (-2.85281, 0.84801, 1.99969)
O (-4.11628, 1.13432, -0.14191)
C (-6.84790, -6.71198, -2.44996)
F (-6.98499, -7.56225, -1.35246)
F (-6.29016, -7.50444, -3.40876)
F (-8.04182, -6.34196, -2.84523)
S (-5.68100, -5.23745, -2.14825)
O (-6.41081, -4.39142, -1.24722)
O (-4.52197, -5.94044, -1.63418)
O (-5.55125, -4.69816, -3.50280)
C (-2.71605, 2.76765, -5.25521)
F (-2.16831, 2.83750, -6.47705)
F (-2.75650, 3.99149, -4.76168)
F (-3.91718, 2.32756, -5.40242)
S (-1.86406, 1.58964, -4.16203)
O (-2.29917, 0.31927, -4.79927)
O (-0.46126, 1.90074, -4.28876)
O (-2.30783, 1.67563, -2.76229)

energy = -127172.9765 eV
M = 848.66 g mol⁻¹
total charge = -1
relative energy (zero: lowest compared OMol25 entry of this formula, charge and spin) = 1.861 eV